{"formula": "C25H37N3O4", "method": "the ωB97M-V functional and the def2-TZVPD basis", "orbital_gap_ha": 0.3486, "e_homo_ev": -8.97, "multiplicity": 1, "relative_energy_ev": 1.027, "species": ["C", "C", "H", "H", "C", "N", "C", "O", "C", "N", "C", "O", "C", "C", "C", "C", "C", "C", "H", "H", "H", "H", "H", "H", "H", "H", "C", "H", "H", "C", "C", "H", "C", "H", "C", "H", "O", "H", "H", "H", "H", "C", "H", "H", "H", "C", "O", "N", "H", "C", "C", "C", "C", "C", "C", "H", "H", "H", "H", "H", "H", "H", "H", "H", "H", "H", "H", "H", "H"], "xyz": [[-4.14583, -2.44241, 1.38072], [-2.63679, -2.36803, 1.60042], [-2.43975, -1.52552, 2.25916], [-2.29345, -3.27037, 2.11327], [-1.82565, -2.22436, 0.29189], [-0.37124, -2.12693, 0.59761], [0.08082, -1.44568, 1.66903], [-0.57246, -0.61039, 2.29094], [1.48825, -1.74061, 2.21151], [2.40678, -0.68471, 1.85499], [3.45696, -0.87342, 1.02352], [3.72681, -1.96770, 0.55888], [4.25806, 0.34554, 0.72236], [5.60971, 0.17835, 0.43549], [6.39945, 1.26999, 0.12781], [5.84166, 2.53738, 0.08703], [4.49193, 2.70837, 0.34811], [3.69996, 1.62000, 0.66732], [2.64315, 1.77021, 0.83970], [4.05264, 3.69375, 0.29956], [6.45530, 3.39170, -0.15679], [7.44888, 1.13301, -0.08517], [6.02181, -0.81905, 0.45995], [2.21655, 0.22618, 2.24064], [1.37867, -1.76112, 3.30196], [1.90569, -2.68964, 1.87756], [0.55563, -2.60872, -0.41268], [0.34993, -3.65046, -0.66141], [1.57835, -2.55642, -0.04584], [0.52075, -1.77744, -1.72052], [0.95973, -0.31585, -1.50044], [0.18074, 0.37382, -1.81854], [2.22912, -0.17508, -2.34912], [3.00820, 0.40207, -1.85549], [2.64248, -1.63203, -2.56826], [3.17792, -1.79900, -3.50290], [1.42502, -2.34821, -2.64499], [3.25389, -1.99436, -1.73226], [1.99386, 0.29153, -3.30563], [1.16551, -0.13630, -0.44493], [-0.46912, -1.82766, -2.18073], [-2.10809, -3.46504, -0.55907], [-1.79841, -4.36599, -0.03482], [-3.17633, -3.51124, -0.74322], [-1.63021, -3.42061, -1.53072], [-2.30348, -0.97101, -0.49093], [-2.78813, -1.05200, -1.60325], [-2.13381, 0.18192, 0.16731], [-1.72840, 0.16181, 1.09860], [-2.57521, 1.46304, -0.34271], [-1.51400, 2.52779, -0.06920], [-1.97389, 3.88785, -0.58619], [-3.29680, 4.28726, 0.05965], [-4.35970, 3.22742, -0.21206], [-3.90338, 1.86725, 0.30547], [-4.65618, 1.10866, 0.08393], [-3.77107, 1.90843, 1.38953], [-4.53973, 3.16155, -1.28717], [-5.29884, 3.50834, 0.26848], [-3.62446, 5.25227, -0.33173], [-3.15682, 4.39307, 1.13793], [-2.10090, 3.83706, -1.66977], [-1.21162, 4.64034, -0.37322], [-0.57351, 2.24448, -0.54655], [-1.34206, 2.58326, 1.00896], [-2.72317, 1.34100, -1.42153], [-4.45279, -3.40389, 0.97889], [-4.65563, -2.30160, 2.33115], [-4.47333, -1.66181, 0.69852]], "forces_ev_per_a": [[0.2, -0.1, 0.0], [-0.2, 0.2, 0.1], [0.0, -0.2, -0.1], [0.1, 0.0, 0.0], [-0.4, -0.1, 0.0], [-0.2, -0.2, 0.0], [0.4, 0.0, 0.3], [0.2, 0.2, 0.2], [-0.1, -0.2, 0.0], [-0.3, 0.2, 0.2], [-0.1, 0.0, 0.1], [0.2, -0.1, 0.0], [0.2, 0.2, -0.2], [-0.1, -0.1, 0.0], [0.0, 0.0, 0.0], [0.0, 0.0, 0.0], [0.0, 0.1, 0.0], [0.0, -0.1, 0.1], [-0.1, 0.0, 0.0], [0.0, 0.1, 0.0], [0.0, 0.1, 0.0], [0.1, 0.0, 0.0], [0.0, -0.1, 0.0], [0.1, 0.0, -0.1], [-0.1, 0.0, -0.2], [0.0, 0.1, 0.1], [0.3, -0.1, -0.6], [0.0, 0.1, 0.0], [0.0, 0.0, 0.1], [-0.3, 0.0, 0.3], [0.0, -0.1, -0.1], [0.0, 0.1, 0.1], [0.0, -0.3, -0.1], [0.0, 0.1, 0.0], [0.4, 0.2, 0.0], [0.0, 0.0, 0.0], [-0.1, -0.2, -0.1], [0.0, 0.0, -0.1], [0.0, 0.0, 0.0], [0.0, 0.1, 0.1], [0.1, 0.0, 0.1], [0.1, 0.3, 0.0], [0.1, -0.1, 0.1], [0.0, 0.0, 0.0], [0.0, 0.0, -0.1], [0.2, -0.2, 0.3], [-0.3, -0.1, -0.4], [0.0, 0.4, 0.2], [0.1, -0.2, -0.1], [-0.1, 0.0, 0.1], [-0.1, 0.0, -0.4], [0.0, 0.0, 0.3], [-0.1, 0.0, -0.3], [0.0, 0.0, 0.3], [0.0, 0.0, -0.4], [0.0, -0.1, 0.1], [0.0, 0.0, 0.1], [-0.1, 0.0, -0.1], [-0.1, 0.0, -0.1], [0.0, 0.1, 0.1], [0.0, 0.1, 0.1], [0.0, 0.0, -0.1], [0.0, 0.0, -0.1], [0.0, -0.1, 0.1], [0.1, 0.0, 0.1], [0.0, 0.1, 0.1], [-0.1, 0.0, -0.1], [-0.1, 0.0, 0.0], [-0.1, 0.1, -0.1]]}